14
Properties=species:S:1:pos:R:3 method="wB97M-V/def2-TZVPD" total_charge=0 homo_ev=-8.838 e_tot_ha=-270.46080 gap_ha=0.3612 e_above_lowest_kj_mol=254.9
C -0.26974 -1.67895 -1.64674
C 0.33000 -0.87766 -0.80482
C 0.60230 -0.10655 0.21978
C 1.81596 0.66499 0.63306
O -0.41543 0.09823 1.13497
C -1.58799 0.70296 0.62784
H -0.24274 -2.75683 -1.50162
H -0.85432 -1.30320 -2.48540
H 2.08948 0.36379 1.65083
H 2.67983 0.55515 -0.02301
H 1.53758 1.72482 0.68195
H -2.42690 -0.00128 0.62240
H -1.82115 1.54463 1.28558
H -1.43687 1.06990 -0.39481

76
Properties=species:S:1:pos:R:3 method="wB97M-V/def2-TZVPD" total_charge=-1 homo_ev="-3.361 / -3.688" s_squared=2.01 e_tot_ha=-2284.87436 multiplicity=3 gap_ha="0.2143 / 0.2224" e_above_lowest_kj_mol=30.1
Pd -0.04709 -0.64971 -0.90865
C -1.08132 -3.68764 -3.65122
C -0.88196 -3.50319 -2.13799
C -1.63435 -4.61015 -1.37776
O -1.27803 -2.24924 -1.73457
H -0.77346 -4.68840 -3.96779
H -0.48484 -2.94938 -4.18964
H -2.13524 -3.53873 -3.90410
H 0.19501 -3.68376 -1.94771
H -2.71097 -4.49259 -1.53275
H -1.42982 -4.52823 -0.30962
H -1.33027 -5.60377 -1.71903
Te 1.91653 -1.49488 -2.38255
C 3.76078 -0.47703 -2.36178
C 4.13114 0.77811 -1.97077
C 5.50489 1.07314 -2.19685
C 6.17729 0.03888 -2.76492
S 5.13424 -1.31488 -2.99561
H 3.44347 1.47505 -1.51042
H 5.96635 2.02290 -1.95984
H 7.21630 -0.03125 -3.04615
C -1.27949 2.42720 1.45519
C -0.02021 1.65658 1.86863
C 1.13807 2.24310 1.04620
C 0.23994 1.90380 3.35667
Si -0.21265 -0.24963 1.39206
C 1.18078 -1.32777 2.29561
C 0.99156 -1.46429 3.81075
C 1.22614 -2.74806 1.70021
C 2.54003 -0.67471 2.01496
C -1.98644 -0.89849 1.95001
C -2.42366 -0.44493 3.34655
C -1.95901 -2.43078 1.90373
C -3.02962 -0.46250 0.91160
H -1.11991 3.50471 1.58882
H -2.14592 2.14480 2.05508
H -1.51028 2.25237 0.40007
H 1.15272 3.33782 1.12784
H 1.02397 1.98325 -0.00914
H 2.10746 1.87266 1.37724
H 0.33987 2.98007 3.55193
H 1.16218 1.42282 3.68483
H -0.57883 1.52656 3.97418
H 0.04662 -1.95878 4.04585
H 1.00209 -0.49694 4.31829
H 1.79820 -2.07632 4.23530
H 0.46431 -3.39416 2.14127
H 2.20177 -3.20316 1.90615
H 1.08039 -2.74015 0.62012
H 2.63817 0.29452 2.50817
H 2.68573 -0.53603 0.93927
H 3.35325 -1.31230 2.38176
H -1.66470 -0.67681 4.09708
H -3.35104 -0.95739 3.63458
H -2.61456 0.62998 3.37979
H -1.36933 -2.85096 2.72117
H -1.54330 -2.76313 0.95043
H -2.97887 -2.82631 1.98863
H -3.12866 0.62145 0.83665
H -4.01500 -0.87104 1.17508
H -2.75154 -0.86291 -0.06695
N -3.05857 2.54044 -2.30634
C -2.60768 1.26443 -2.10018
N -1.31382 1.17423 -2.13956
C -0.85659 2.45428 -2.39380
C 0.44049 2.92382 -2.57275
C 0.60942 4.27213 -2.82107
C -0.48573 5.14354 -2.89743
C -1.78384 4.69424 -2.73587
C -1.94801 3.33684 -2.48884
H -4.01328 2.84562 -2.26825
H -3.26854 0.42785 -1.93348
H 1.27261 2.23336 -2.51682
H 1.60534 4.66938 -2.96863
H -0.31094 6.19363 -3.09582
H -2.62972 5.36683 -2.80713

13
Properties=species:S:1:pos:R:3 method="wB97M-V/def2-TZVPD" total_charge=+1 homo_ev=-13.949 e_tot_ha=-190.79651 gap_ha=0.3629 e_above_lowest_kj_mol=204.2
N 1.69575 -0.72004 -0.55039
C 0.75426 -0.28307 0.50902
C -0.25482 0.44205 -0.34231
N -1.72913 0.46827 0.12865
H 2.56426 -1.08418 -0.21500
H 1.24597 -1.60915 -1.04289
H 1.50526 0.54854 1.15184
H 0.39545 -1.03702 1.14367
H 0.00700 0.21995 -1.43597
H -0.00958 1.49504 -0.33578
H -2.06765 -0.46153 0.49336
H -1.68356 1.15941 0.97904
H -2.42322 0.86174 -0.48325

81
Properties=species:S:1:pos:R:3 method="wB97M-V/def2-TZVPD" total_charge=+1 homo_ev="-9.957 / -11.597" s_squared=0.79 e_tot_ha=-10420.06753 multiplicity=2 gap_ha="0.2310 / 0.2870" e_above_lowest_kj_mol=0.0
Au 1.29350 -0.81834 -0.73377
C 5.36617 -2.19987 -1.46376
C 5.49941 -3.16930 -0.48141
C 4.47103 -3.38481 0.41771
C 3.30521 -2.63792 0.32066
N 3.18107 -1.74253 -0.68005
C 4.17889 -1.50734 -1.53975
C 2.19095 -2.67081 1.27338
C 2.16693 -3.56304 2.34085
C 1.14555 -3.52063 3.27354
C 0.15361 -2.56448 3.15270
C 0.16748 -1.66727 2.08918
C 1.16293 -1.71997 1.12935
H 6.15348 -1.98555 -2.17086
H 6.41234 -3.74400 -0.40252
H 4.57995 -4.11115 1.20810
H 4.01792 -0.74311 -2.28788
H 2.95068 -4.30026 2.45153
H 1.13274 -4.22220 4.09574
H -0.63860 -2.50343 3.88713
H -0.61093 -0.91888 2.06189
Cl 5.22774 1.82677 -2.64953
C 3.78169 2.78060 -2.66437
C 3.61396 3.71061 -3.66735
C 2.44823 4.46357 -3.72474
C 1.45478 4.29188 -2.76084
C 1.62960 3.37308 -1.75291
C 2.79742 2.57046 -1.66665
C 2.93590 1.62347 -0.64117
H 4.38945 3.83513 -4.41006
H 2.31778 5.18355 -4.52071
H 0.55488 4.89114 -2.80041
H 0.87431 3.26462 -0.98181
H 2.27571 1.65297 0.20970
H 3.85714 1.07362 -0.51462
Cl -0.68721 -0.98159 -4.23232
Ge 1.22518 -0.78866 -3.21625
Cl 2.28062 0.62728 -4.47184
Cl 2.13424 -2.69464 -3.80887
C -0.63674 -4.13288 -1.71499
O -1.00353 -2.77939 -1.36347
C -1.96663 -2.64973 -0.45447
O -2.54294 -3.55635 0.08024
C -2.24890 -1.20774 -0.14032
C -3.44749 -0.83549 0.30494
As -4.03046 0.94200 0.90722
C -4.55989 0.41312 2.72743
C -2.28798 1.64415 1.46387
C -1.07403 1.35689 0.99986
As -0.89785 0.11898 -0.47223
C -1.55997 1.17402 -1.94527
C 0.15870 2.01272 1.56001
O 1.02720 1.40450 2.12330
O 0.15985 3.32054 1.32541
C 1.21598 4.06122 1.97487
C -2.40013 2.64079 2.59023
O -1.66805 2.66453 3.54133
O -3.43763 3.44973 2.38950
C -3.69802 4.41188 3.43363
C -4.58774 -1.83384 0.31900
O -5.19368 -2.15195 1.30428
O -4.86719 -2.22078 -0.92149
C -5.88468 -3.23718 -1.02045
H 0.38398 -4.08095 -2.07776
H -1.29508 -4.47863 -2.50884
H -0.72470 -4.77660 -0.84476
H -5.44009 -0.21792 2.65292
H -4.80018 1.32679 3.26729
H -3.75944 -0.12750 3.22693
H -2.30397 1.86879 -1.55591
H -2.00099 0.50321 -2.67365
H -0.73031 1.72063 -2.39306
H 0.93096 5.10434 1.89191
H 2.16083 3.88306 1.46394
H 1.29149 3.75645 3.01541
H -4.71217 4.75741 3.26596
H -2.99497 5.23731 3.34880
H -3.59584 3.94226 4.40834
H -5.89067 -3.53739 -2.06238
H -6.84988 -2.82732 -0.73132
H -5.62891 -4.07263 -0.37324

What did the fourth record say?
81
Properties=species:S:1:pos:R:3 method="wB97M-V/def2-TZVPD" total_charge=+1 homo_ev="-9.957 / -11.597" s_squared=0.79 e_tot_ha=-10420.06753 multiplicity=2 gap_ha="0.2310 / 0.2870" e_above_lowest_kj_mol=0.0
Au 1.29350 -0.81834 -0.73377
C 5.36617 -2.19987 -1.46376
C 5.49941 -3.16930 -0.48141
C 4.47103 -3.38481 0.41771
C 3.30521 -2.63792 0.32066
N 3.18107 -1.74253 -0.68005
C 4.17889 -1.50734 -1.53975
C 2.19095 -2.67081 1.27338
C 2.16693 -3.56304 2.34085
C 1.14555 -3.52063 3.27354
C 0.15361 -2.56448 3.15270
C 0.16748 -1.66727 2.08918
C 1.16293 -1.71997 1.12935
H 6.15348 -1.98555 -2.17086
H 6.41234 -3.74400 -0.40252
H 4.57995 -4.11115 1.20810
H 4.01792 -0.74311 -2.28788
H 2.95068 -4.30026 2.45153
H 1.13274 -4.22220 4.09574
H -0.63860 -2.50343 3.88713
H -0.61093 -0.91888 2.06189
Cl 5.22774 1.82677 -2.64953
C 3.78169 2.78060 -2.66437
C 3.61396 3.71061 -3.66735
C 2.44823 4.46357 -3.72474
C 1.45478 4.29188 -2.76084
C 1.62960 3.37308 -1.75291
C 2.79742 2.57046 -1.66665
C 2.93590 1.62347 -0.64117
H 4.38945 3.83513 -4.41006
H 2.31778 5.18355 -4.52071
H 0.55488 4.89114 -2.80041
H 0.87431 3.26462 -0.98181
H 2.27571 1.65297 0.20970
H 3.85714 1.07362 -0.51462
Cl -0.68721 -0.98159 -4.23232
Ge 1.22518 -0.78866 -3.21625
Cl 2.28062 0.62728 -4.47184
Cl 2.13424 -2.69464 -3.80887
C -0.63674 -4.13288 -1.71499
O -1.00353 -2.77939 -1.36347
C -1.96663 -2.64973 -0.45447
O -2.54294 -3.55635 0.08024
C -2.24890 -1.20774 -0.14032
C -3.44749 -0.83549 0.30494
As -4.03046 0.94200 0.90722
C -4.55989 0.41312 2.72743
C -2.28798 1.64415 1.46387
C -1.07403 1.35689 0.99986
As -0.89785 0.11898 -0.47223
C -1.55997 1.17402 -1.94527
C 0.15870 2.01272 1.56001
O 1.02720 1.40450 2.12330
O 0.15985 3.32054 1.32541
C 1.21598 4.06122 1.97487
C -2.40013 2.64079 2.59023
O -1.66805 2.66453 3.54133
O -3.43763 3.44973 2.38950
C -3.69802 4.41188 3.43363
C -4.58774 -1.83384 0.31900
O -5.19368 -2.15195 1.30428
O -4.86719 -2.22078 -0.92149
C -5.88468 -3.23718 -1.02045
H 0.38398 -4.08095 -2.07776
H -1.29508 -4.47863 -2.50884
H -0.72470 -4.77660 -0.84476
H -5.44009 -0.21792 2.65292
H -4.80018 1.32679 3.26729
H -3.75944 -0.12750 3.22693
H -2.30397 1.86879 -1.55591
H -2.00099 0.50321 -2.67365
H -0.73031 1.72063 -2.39306
H 0.93096 5.10434 1.89191
H 2.16083 3.88306 1.46394
H 1.29149 3.75645 3.01541
H -4.71217 4.75741 3.26596
H -2.99497 5.23731 3.34880
H -3.59584 3.94226 4.40834
H -5.89067 -3.53739 -2.06238
H -6.84988 -2.82732 -0.73132
H -5.62891 -4.07263 -0.37324